# C3H5NO2

A single C3H5NO2 molecule (the ωB97M-V functional and the def2-TZVPD basis, OMol25).

The SMILES is [H]/N=C(/O)C(C)=O. For the highest occupied orbital energy (alpha / beta), the calculation gives -7.934 / -8.962 eV. The value obtained for the orbital gap (alpha / beta) is 7.2020 / 8.2955 eV. The calculation puts the LUMO energy (alpha / beta) at -0.7 / -0.7 eV. For the energy, the calculation gives -8773.568 eV. The molecular weight comes out at 87.1 Da.

```
! RIJCOSX wB97M-V def2-TZVPD def2/J DEFGRID3
* xyz 0 1
H 1.398 2.210 -0.326
N 1.342 1.447 0.359
C 0.908 0.284 -0.130
O 1.660 -0.822 -0.255
C -0.519 0.318 -0.099
C -1.436 -0.849 -0.018
O -0.825 1.523 0.212
H 2.494 -0.709 0.222
H -1.997 -0.806 0.918
H -2.157 -0.820 -0.836
H -0.868 -1.776 -0.048
*
```